*one*
A gas-phase ion, C5H8NOS (charge +1). Source: the OMol25 dataset; level of theory: wB97M-V/def2-TZVPD.

Results
- Frontier orbital gap: 8.7 eV

ORCA input file:
```
! RIJCOSX wB97M-V def2-TZVPD def2/J DEFGRID3
* xyz 1 1
C -2.56195 1.62835 0.16946
N -1.62796 0.82953 0.08548
C -1.64059 -0.63462 0.12331
O -1.40373 -1.31774 -0.82248
S 0.22195 1.22816 -0.34804
C 1.18491 0.03079 0.45842
C 1.50506 -1.24945 -0.19425
C 2.48512 -0.13245 -0.30855
H -2.43263 2.76688 -0.16473
H -3.62422 1.29647 0.12680
H -1.91225 -1.10603 1.10703
H 1.09400 -0.09039 1.57810
H 1.03450 -1.55901 -1.18478
H 1.68160 -2.08163 0.48109
H 3.49028 -0.06799 0.17189
H 2.50590 0.45913 -1.27877
*
```

Atom charges from the Mulliken analysis, given in e for atoms 1 to 8:
1. C -0.0759
2. N 0.0115
3. C 0.0134
4. O -0.3135
5. S 0.0585
6. C -0.0835
7. C -0.2860
8. C -0.6900

---

*two*
2 unconnected molecules or ions with the total composition C5H8NOS. Source: the OMol25 dataset; level of theory: wB97M-V/def2-TZVPD.

Results
- Frontier orbital gap: 8.5 eV

ORCA input file:
```
! RIJCOSX wB97M-V def2-TZVPD def2/J DEFGRID3
* xyz 1 1
C -1.55524 -0.85205 -0.37164
C -2.86830 -1.25287 -0.31679
C -2.58823 1.09035 0.54795
C -1.43309 0.41731 0.23060
C -0.10924 1.03757 0.39871
N 3.70360 -0.33418 -0.35330
O 0.98421 0.52171 0.14302
S -3.87290 0.06027 0.23322
H -0.75262 -1.49341 -0.58303
H -3.38058 -2.18297 -0.48704
H -2.54317 2.04582 0.94100
H -0.17691 2.00202 0.84072
H 4.70410 -0.58228 -0.55260
H 3.45495 -0.01217 0.59818
H 3.01301 -1.03980 -0.46277
H 3.42040 0.57469 -0.80624
*
```

Atom charges from the Mulliken analysis, given in e for atoms 1 to 8:
1. C -0.8530
2. C -0.1410
3. C -0.5362
4. C 0.7233
5. C -0.1523
6. N -0.5076
7. O -0.5701
8. S -0.0732

---

*three*
A gas-phase ion, C5H8NOS (charge +1). Source: the OMol25 dataset; level of theory: wB97M-V/def2-TZVPD.

Results
- Frontier orbital gap: 10.2 eV

ORCA input file:
```
! RIJCOSX wB97M-V def2-TZVPD def2/J DEFGRID3
* xyz 1 1
O -2.97141 1.56485 -0.27695
C -2.46393 0.63921 0.24909
S -2.62235 -1.08219 -0.20064
C -0.90792 -1.14726 0.63737
C 0.29344 -1.16930 -0.25403
C 0.25595 0.12548 -0.96443
N -0.08001 1.17250 0.03992
C -1.08577 0.62558 0.87069
H -0.82550 -1.70924 1.53148
H 0.39044 -1.93259 -1.07835
H 1.15736 -1.27965 0.42252
H 1.16529 0.34750 -1.63144
H -0.57141 0.06379 -1.58742
H 0.64424 1.44954 0.75197
H -0.30581 2.07388 -0.44837
H -0.97018 0.95940 1.86374
*
```

Atom charges from the Mulliken analysis, given in e for atoms 1 to 8:
1. O -0.4417
2. C 0.3792
3. S -0.0618
4. C -0.2656
5. C -0.4018
6. C -0.7863
7. N -0.1363
8. C -0.5634

---

Which structure wins on stability? *two* wins.

---

*one*
A gas-phase ion, C9H12N3 (charge +1). Source: the OMol25 dataset; level of theory: wB97M-V/def2-TZVPD.

Results
- Frontier orbital gap (alpha / beta): 7.5 / 7.5 eV

ORCA input file:
```
! RIJCOSX wB97M-V def2-TZVPD def2/J DEFGRID3
* xyz 1 1
C -1.58218 2.55050 0.12447
C -0.41924 1.86679 0.01999
C 0.83968 1.61591 0.01104
C 1.41436 0.28249 0.04201
C -0.64046 -1.03070 0.10010
C 2.70389 0.10028 -0.25246
C 1.68985 2.87969 -0.01147
C -1.21564 -2.33830 0.37976
C -2.85365 -0.22944 -0.54828
N -2.69149 2.91651 0.28118
N -1.39278 -0.11750 -0.41576
N 0.68652 -0.89802 0.28940
H 3.10655 -0.85620 -0.30274
H 3.41998 0.91523 -0.36281
H 1.76804 3.11764 -1.04264
H 2.67442 2.45107 0.48933
H 1.24968 3.64998 0.59561
H -0.54119 -3.14931 0.16483
H -2.23872 -2.36219 -0.15239
H -1.46084 -2.37280 1.43325
H -3.00058 -0.39198 -1.65456
H -3.26908 -0.96745 0.15382
H -3.40156 0.68694 -0.32375
H 1.28246 -1.70479 0.18848
*
```

Atom charges from the Mulliken analysis, given in e for atoms 1 to 8:
1. C -0.1250
2. C 0.7368
3. C 0.9559
4. C 0.9035
5. C 0.8406
6. C -1.5481
7. C -1.4766
8. C -1.2912

---

*two*
A gas-phase ion, C9H12N3 (charge +1). Source: the OMol25 dataset; level of theory: wB97M-V/def2-TZVPD.

Results
- Frontier orbital gap (alpha / beta): 8.1 / 8.1 eV

ORCA input file:
```
! RIJCOSX wB97M-V def2-TZVPD def2/J DEFGRID3
* xyz 1 1
C 1.33366 -0.61853 -1.72182
C 0.75964 -0.47694 -2.92580
N 0.08439 0.63978 -3.19598
C -0.62949 1.31249 -2.36292
C -1.08339 0.81632 -1.10325
C -0.43779 0.04744 -0.16794
N -1.38056 -0.74479 0.70264
C -1.29260 -0.08593 2.02584
C 0.20964 0.10500 2.18127
C 0.73016 0.36318 0.75038
C 2.01957 -0.45913 0.48776
N 2.21801 -0.47032 -0.91292
H 0.77782 -1.24337 -3.68556
H -1.13101 2.17606 -2.77817
H -2.17237 0.84916 -1.03908
H -1.05124 -1.71305 0.78031
H -2.33004 -0.75673 0.31275
H -1.75228 -0.68683 2.81238
H -1.80157 0.87741 1.96403
H 0.44626 0.92081 2.85876
H 0.66439 -0.80257 2.58368
H 0.99531 1.41327 0.60096
H 2.87782 0.02116 0.96192
H 1.94569 -1.48390 0.87077
*
```

Atom charges from the Mulliken analysis, given in e for atoms 1 to 8:
1. C 0.8157
2. C -0.5981
3. N -0.4265
4. C -0.4705
5. C -0.6509
6. C 0.0377
7. N -0.0529
8. C -0.5561

---

Which structure wins on stability? *two* wins.

---

*one*
9 unconnected molecules or ions with the total composition C14H46O9. Source: the OMol25 dataset; level of theory: wB97M-V/def2-TZVPD.

Results
- Frontier orbital gap: 10.1 eV

ORCA input file:
```
! RIJCOSX wB97M-V def2-TZVPD def2/J DEFGRID3
* xyz 0 1
C 1.79870 0.18383 -2.99827
C 2.73473 -0.89137 -2.65282
O 3.96638 -0.41457 -2.10715
H 1.35199 0.61319 -2.11079
H 0.97296 -0.27283 -3.57827
H 2.27813 0.94293 -3.57464
H 3.02926 -1.55134 -3.47965
H 2.21360 -1.52595 -1.91454
H 3.70840 0.16301 -1.35925
C -5.12395 0.23615 -2.68968
C -3.80511 0.76292 -3.23376
O -2.72895 0.52374 -2.26276
H -4.98958 -0.69600 -2.18110
H -5.85752 0.10141 -3.51382
H -5.59055 0.89271 -1.93051
H -3.77437 1.90071 -3.42051
H -3.51926 0.28354 -4.09078
H -2.38317 -0.37122 -2.46663
C -1.43430 -3.82460 -5.01324
C -1.89798 -2.91550 -3.87112
O -1.30437 -1.65030 -3.88196
H -2.05404 -4.68929 -5.12685
H -0.40646 -4.14840 -4.91350
H -1.42299 -3.18938 -5.90183
H -1.54829 -3.36295 -2.94384
H -3.02124 -2.77185 -3.77412
H -1.11092 -1.29073 -4.79890
C -1.99460 1.19017 3.68688
C -2.04696 0.16563 2.54585
O -0.81111 0.03436 1.88830
H -1.67709 2.16375 3.31615
H -1.35421 0.91521 4.54984
H -3.05909 1.27524 4.05170
H -2.77563 0.44804 1.74208
H -2.32414 -0.82469 3.03132
H -0.66624 0.87365 1.44344
C 1.97081 1.64926 3.93673
C 1.44823 1.77458 5.36299
O 0.59370 2.86758 5.32991
H 1.16636 1.56179 3.19246
H 2.67684 0.83242 3.78355
H 2.54919 2.55115 3.67812
H 2.34953 2.02964 5.98598
H 0.99160 0.84567 5.71512
H 0.14764 2.91843 6.15714
C 0.31961 -3.21834 1.16472
C 0.52552 -3.14168 2.69991
O 0.87279 -1.89907 3.24342
H -0.41925 -2.53726 0.67935
H 0.15474 -4.28073 0.98114
H 1.33982 -2.98438 0.78166
H 1.40466 -3.87876 2.80726
H -0.35252 -3.59142 3.15570
H 0.90526 -1.20860 2.56745
C 4.34497 1.92460 1.15219
C 2.92501 2.11541 0.70437
O 2.44064 0.91732 0.16288
H 4.66834 2.82305 1.61918
H 5.09432 1.75140 0.35117
H 4.36541 1.05816 1.80846
H 2.86861 2.88749 -0.12213
H 2.27271 2.47842 1.51590
H 2.58863 0.20583 0.81280
O -0.29339 2.56161 0.92692
H -1.06015 3.12306 0.94245
H -0.29846 2.25158 0.02994
O -0.72292 2.46213 -2.35199
H 0.08606 2.17628 -2.79088
H -1.29632 1.69422 -2.44913
*
```

Atom charges from the Mulliken analysis, given in e for atoms 1 to 8:
1. C -0.2581
2. C -0.2376
3. O -0.5970
4. H -0.1948
5. H 0.1467
6. H 0.4054
7. H 0.3637
8. H 0.0603

---

*two*
9 unconnected molecules or ions with the total composition C14H46O9. Source: the OMol25 dataset; level of theory: wB97M-V/def2-TZVPD.

Results
- Frontier orbital gap: 10.3 eV

ORCA input file:
```
! RIJCOSX wB97M-V def2-TZVPD def2/J DEFGRID3
* xyz 0 1
C 2.54639 3.38475 0.00527
C 2.06760 4.51545 -0.86439
O 2.13264 4.17056 -2.25209
H 2.27673 3.66083 1.02600
H 3.60399 3.14806 -0.10679
H 2.05199 2.42949 -0.19193
H 2.64002 5.43950 -0.71498
H 1.04766 4.80874 -0.57871
H 2.04062 4.98849 -2.74828
C -3.01076 -2.32680 -2.29328
C -3.57846 -0.94925 -2.01672
O -4.77080 -1.04014 -1.26792
H -2.66499 -2.86906 -1.41532
H -2.13298 -2.25726 -2.94310
H -3.69142 -2.94717 -2.88289
H -3.75341 -0.47501 -2.98874
H -2.78277 -0.44061 -1.45729
H -5.14954 -0.18719 -1.04253
C 0.93127 0.67846 6.12182
C 0.46371 -0.13692 4.91560
O -0.60810 -0.93995 5.33838
H 1.51630 0.05171 6.79548
H 0.09414 1.11669 6.66286
H 1.57980 1.50038 5.80705
H 1.32336 -0.74753 4.60986
H 0.23338 0.56083 4.10250
H -0.73391 -1.73057 4.81138
C -0.39979 2.31759 -2.86806
C 0.62274 1.31023 -3.33769
O 0.21164 -0.06013 -3.17840
H -0.51741 2.40058 -1.78736
H -1.42005 2.16543 -3.24670
H -0.18757 3.28807 -3.31790
H 1.54855 1.39366 -2.76392
H 0.87642 1.56912 -4.36808
H 0.22471 -0.47909 -4.04243
C 3.96464 -0.08390 -1.64943
C 5.18813 -0.68909 -2.32251
O 4.87198 -1.17068 -3.62766
H 3.11808 -0.77722 -1.60770
H 3.59474 0.78571 -2.19463
H 4.21847 0.14580 -0.61178
H 5.52837 -1.54923 -1.73869
H 5.99142 0.03472 -2.43959
H 3.93032 -1.31060 -3.73812
C 0.81696 -1.11077 1.39208
C 0.21434 -0.18806 0.35420
O -0.30765 -0.98913 -0.70214
H 0.14815 -1.83928 1.85028
H 1.41475 -0.56895 2.13235
H 1.64668 -1.69309 0.96753
H 1.09306 0.34923 -0.03268
H -0.53272 0.50594 0.74707
H -0.36472 -0.49330 -1.54466
C -3.83968 -3.07082 1.26306
C -3.02228 -1.83219 1.59180
O -3.92837 -0.75618 1.87739
H -3.18109 -3.94715 1.23290
H -4.23445 -3.02370 0.24471
H -4.67946 -3.30192 1.91118
H -2.16955 -1.54698 0.97348
H -2.56236 -2.05990 2.56354
H -4.36861 -0.57567 1.03650
O -2.55360 1.35117 3.22968
H -3.24285 2.01355 3.12675
H -2.65736 0.77520 2.45669
O 0.43990 -3.71367 -1.11689
H 0.71556 -4.14679 -0.30367
H 0.11753 -2.83505 -0.84171
*
```

Atom charges from the Mulliken analysis, given in e for atoms 1 to 8:
1. C -0.5116
2. C -0.3480
3. O -0.4898
4. H 0.3795
5. H 0.2896
6. H -0.2214
7. H 0.3947
8. H 0.2712

---

Which structure wins on stability? *two* wins.